Entry 1:
54
Properties=species:S:1:pos:R:3:forces:R:3:nbo_charge:R:1 method="wB97M-V/def2-TZVPD" de_lowest_kcal_mol=0.1 orbital_gap_ev="5.05 / 4.67" total_energy_ha=-11383.51578 charge=-2
Al -0.221 -0.442 0.529 -2.5 -0.2 1.1 1.788
C -0.942 0.508 -4.887 -0.7 -0.1 1.0 -0.301
C -1.197 1.672 -4.168 -0.1 0.6 0.7 -0.194
C -1.495 1.666 -2.787 0.5 -1.4 -1.9 -0.304
C -1.561 0.443 -2.103 0.6 -0.1 0.1 0.293
C -1.388 -0.780 -2.841 -0.2 1.4 0.2 -0.271
C -1.077 -0.715 -4.183 0.1 0.1 -0.6 -0.206
N -1.592 0.455 -0.720 -0.8 0.4 1.2 -0.820
C -2.521 1.246 -0.003 0.7 0.3 0.3 0.198
C -3.658 1.976 -0.535 2.6 -1.4 -1.2 -0.292
C -4.534 2.603 0.297 0.7 -0.6 1.1 -0.230
C -4.425 2.477 1.689 1.0 -0.3 0.1 -0.271
C -3.323 1.841 2.272 0.9 0.0 -1.0 -0.222
C -2.246 1.343 1.447 -2.7 0.3 -1.8 0.174
N -1.087 0.774 1.837 -0.4 0.8 0.3 -0.453
N -0.689 1.000 3.099 0.8 -1.8 -0.7 -0.338
C 0.353 0.126 3.311 -0.6 0.8 0.7 0.349
C 0.978 0.128 4.581 0.7 0.0 1.1 -0.230
C 2.118 -0.641 4.793 0.6 0.0 -0.4 -0.166
C 2.580 -1.536 3.734 -1.9 1.6 -1.1 -0.312
C 1.896 -1.477 2.497 -0.6 0.5 1.8 0.086
N 0.784 -0.676 2.326 1.5 -1.3 -1.2 -0.651
H -0.769 0.594 -5.949 0.2 -0.3 -0.1 0.196
H -1.131 2.666 -4.632 0.0 -0.5 -0.1 0.187
H -1.583 2.586 -2.264 -0.1 0.5 0.4 0.216
H -1.516 -1.758 -2.396 0.1 0.2 0.4 0.239
H -0.962 -1.684 -4.670 0.1 0.3 -0.3 0.197
H -3.711 2.054 -1.654 -0.3 -0.1 1.3 0.207
H -5.285 3.170 -0.157 -1.3 0.8 -0.4 0.188
H -5.166 2.919 2.324 -0.4 0.1 0.3 0.194
H -3.246 1.684 3.342 0.0 0.2 -0.1 0.230
H 0.495 0.782 5.362 0.9 -0.8 -0.9 0.228
H 2.783 -0.502 5.716 -1.4 -0.5 -1.2 0.202
H 3.385 -2.225 3.850 0.5 -0.2 0.2 0.208
H 2.149 -2.073 1.611 0.0 0.1 0.6 0.204
Se -0.820 -3.740 4.371 -0.3 0.5 -0.7 -0.832
Sb -2.719 -3.016 2.925 0.6 -0.6 0.9 1.016
Se -4.331 -1.723 4.419 0.3 -0.4 -0.7 -0.503
Se -2.276 -2.071 0.622 0.4 -0.3 0.7 -0.651
Se -4.211 -4.980 2.781 -0.2 0.5 0.0 -0.646
O 1.138 0.697 -0.054 1.8 -0.2 -2.1 -0.708
C 1.606 -0.209 -0.831 -2.3 -2.3 2.3 0.738
O 0.954 -1.386 -0.777 0.9 3.3 0.3 -0.765
C 2.882 -0.209 -1.515 3.2 1.2 -2.0 -0.095
C 3.705 0.925 -1.866 -1.5 0.1 1.0 -0.156
C 4.924 0.828 -2.555 -1.4 0.1 0.3 -0.253
C 5.394 -0.445 -2.813 1.8 -1.4 0.4 -0.188
C 4.764 -1.595 -2.291 -0.5 0.8 -0.2 -0.236
C 3.457 -1.445 -1.796 -0.2 -1.4 0.7 -0.160
H 3.324 1.882 -1.489 0.2 -0.1 -0.5 0.226
H 5.473 1.725 -2.871 -0.3 -0.5 0.2 0.218
H 6.413 -0.557 -3.264 -1.0 0.1 0.3 0.201
H 5.278 -2.567 -2.181 -0.4 0.6 -0.6 0.220
H 2.848 -2.318 -1.480 0.7 0.5 -0.3 0.253


Entry 2:
57
Properties=species:S:1:pos:R:3:forces:R:3:nbo_charge:R:1 method="wB97M-V/def2-TZVPD" de_lowest_kcal_mol=0.0 orbital_gap_ev="7.78 / 6.19" s2=2.041 spin_multiplicity=3 total_energy_ha=-7523.35922 charge=+1
Au 1.453 1.272 -1.480 0.8 0.4 -0.1 1.176
Se 3.486 2.980 -1.376 0.0 0.2 0.0 0.303
Se 4.441 1.539 0.189 0.0 -0.1 0.0 0.314
C 4.094 -0.082 -0.801 0.1 0.1 0.1 0.062
C 5.009 -1.112 -0.654 0.0 0.0 0.0 -0.258
C 4.798 -2.291 -1.350 0.0 0.0 0.0 -0.113
C 3.703 -2.399 -2.192 0.0 0.0 0.0 -0.246
C 2.834 -1.330 -2.282 0.1 -0.1 -0.1 0.076
N 3.032 -0.203 -1.591 -0.4 -0.3 0.0 -0.544
C 2.010 3.838 -0.473 0.0 0.0 0.0 0.060
C 2.102 4.996 0.263 0.0 0.0 0.0 -0.242
C 0.921 5.519 0.774 0.0 0.0 0.0 -0.112
C -0.276 4.875 0.519 0.0 0.0 0.0 -0.209
C -0.274 3.710 -0.232 0.0 0.0 0.1 0.099
N 0.857 3.213 -0.723 -0.2 0.0 -0.1 -0.539
H 5.877 -0.984 -0.023 0.0 0.0 0.0 0.244
H 5.497 -3.110 -1.246 0.0 0.0 0.0 0.240
H 3.514 -3.293 -2.766 0.0 0.0 0.0 0.245
H 1.943 -1.355 -2.895 0.0 0.0 0.0 0.255
H 3.058 5.468 0.436 0.0 0.0 0.0 0.251
H 0.941 6.422 1.370 0.0 0.0 0.0 0.243
H -1.209 5.255 0.909 0.0 0.0 0.0 0.245
H -1.176 3.151 -0.421 0.0 0.0 0.0 0.225
F 0.489 0.415 2.949 0.0 0.1 0.2 -0.548
B 0.863 0.917 1.727 0.0 0.0 0.0 1.338
F 1.664 -0.020 1.029 0.1 -0.1 -0.1 -0.588
F -0.305 1.113 0.905 -0.1 0.1 0.0 -0.603
F 1.543 2.132 1.825 0.0 0.1 0.0 -0.568
Cl -3.040 -0.239 2.597 0.0 0.0 0.0 0.047
C -1.754 -1.390 2.632 -0.1 0.0 0.2 -0.015
C -1.341 -1.898 3.851 0.0 0.0 0.0 -0.216
C -0.257 -2.756 3.905 0.0 0.0 0.0 -0.145
C 0.424 -3.115 2.752 0.0 0.0 0.0 -0.223
C -0.003 -2.614 1.538 0.0 0.0 0.0 -0.018
Cl 0.808 -3.067 0.082 0.0 0.0 0.0 0.037
C -1.100 -1.757 1.459 0.0 -0.1 -0.1 0.107
N -1.474 -1.207 0.215 0.0 -0.1 -0.2 -0.423
C -2.689 -1.307 -0.333 0.1 0.1 0.1 0.194
C -3.612 -2.279 0.145 -0.1 -0.1 0.0 -0.116
C -4.831 -2.408 -0.457 0.1 0.0 0.0 -0.224
C -5.175 -1.569 -1.528 0.0 0.0 0.0 -0.083
C -4.295 -0.590 -1.982 0.1 0.0 0.0 -0.213
C -3.055 -0.425 -1.407 0.0 0.0 0.0 0.072
C -2.127 0.667 -1.847 -0.2 0.1 -0.1 -0.571
C -1.020 0.080 -2.736 0.0 -0.3 -0.1 0.784
O -1.239 -0.196 -3.889 0.0 0.1 0.0 -0.575
O 0.096 -0.206 -2.104 -0.1 -0.2 0.2 -0.862
H -1.854 -1.589 4.750 0.0 0.0 0.0 0.244
H 0.071 -3.140 4.861 0.0 0.0 0.0 0.235
H 1.274 -3.781 2.785 0.0 0.0 0.0 0.241
H -0.744 -0.689 -0.292 -0.1 0.0 0.0 0.483
H -3.310 -2.932 0.951 0.0 0.0 0.0 0.231
H -5.525 -3.163 -0.119 0.0 0.0 0.0 0.239
H -6.140 -1.678 -2.002 0.0 0.0 0.0 0.233
H -4.587 0.062 -2.793 0.0 0.0 0.0 0.239
H -1.711 1.163 -0.970 0.1 0.0 0.0 0.239
H -2.680 1.384 -2.452 0.0 0.0 0.1 0.251


Entry 3:
54
Properties=species:S:1:pos:R:3:forces:R:3:nbo_charge:R:1 method="wB97M-V/def2-TZVPD" de_lowest_kcal_mol=44.2 orbital_gap_ev="6.33 / 6.33" total_energy_ha=-4288.61597 charge=0
Rh 0.106 0.015 0.104 0.1 0.0 -1.7 1.020
Br -0.176 -6.001 5.791 0.0 0.0 0.0 0.060
C 0.993 -4.514 5.840 0.0 0.0 0.0 -0.085
C 1.196 -3.844 7.035 0.0 0.0 0.0 -0.238
C 2.066 -2.767 7.062 -0.1 0.0 -0.1 -0.216
C 2.704 -2.333 5.902 -0.7 0.6 0.0 0.125
C 2.497 -3.032 4.710 0.2 0.0 0.0 -0.240
C 1.649 -4.124 4.682 0.0 -0.1 0.0 -0.219
N 3.596 -1.234 6.107 1.1 -1.0 -0.5 -0.181
N 4.076 -0.521 5.201 -0.9 1.2 0.7 -0.104
C 3.439 -0.221 3.976 0.5 -0.6 -0.5 -0.023
C 4.326 0.022 2.935 -0.1 -0.2 0.1 -0.122
C 3.934 0.143 1.603 -0.2 0.0 -0.1 -0.309
C 2.585 0.058 1.285 0.0 -0.1 0.0 0.374
O 2.091 0.078 0.080 0.1 0.1 -0.2 -0.640
C 1.660 -0.033 2.364 0.1 0.1 0.0 0.068
N 0.345 0.005 1.989 -0.1 -0.3 0.9 -0.270
C -0.611 -0.026 2.888 0.0 0.1 0.0 0.060
C -0.304 -0.048 4.256 0.1 0.0 0.0 -0.236
C 1.000 -0.102 4.663 0.0 -0.1 0.0 -0.140
C 2.043 -0.142 3.707 -0.1 0.0 0.2 0.000
H 0.688 -4.164 7.934 0.0 0.0 0.0 0.230
H 2.260 -2.236 7.984 0.0 0.0 0.0 0.231
H 3.012 -2.750 3.803 0.0 0.1 0.0 0.232
H 1.493 -4.665 3.759 0.0 0.0 0.0 0.237
H 5.377 0.053 3.193 0.0 0.0 0.0 0.232
H 4.658 0.278 0.813 0.0 0.0 0.0 0.232
H -1.626 -0.003 2.519 0.0 -0.1 0.0 0.230
H -1.111 -0.022 4.974 0.0 0.0 0.0 0.232
H 1.232 -0.094 5.717 0.0 -0.1 0.1 0.234
N -2.322 -0.126 -2.143 0.0 -0.1 0.0 -0.802
C -2.728 -0.255 -0.865 -0.1 0.0 0.0 0.815
N -4.041 -0.490 -0.651 0.0 0.0 0.0 -0.805
O -1.975 -0.110 0.113 -0.1 0.0 0.1 -0.660
H -2.919 -0.379 -2.910 0.0 0.0 0.0 0.406
H -1.350 0.017 -2.346 0.0 0.1 0.0 0.409
H -4.659 -0.763 -1.393 0.0 0.0 0.0 0.400
H -4.312 -0.698 0.294 0.0 0.0 0.0 0.418
N 0.031 7.522 -0.076 0.0 0.0 0.0 -0.329
C 0.022 6.372 -0.089 0.0 0.0 0.0 0.288
C 0.006 4.936 -0.105 0.0 0.0 0.0 -0.206
C -1.088 4.246 0.416 0.0 0.0 0.0 -0.181
C -1.082 2.861 0.411 0.0 -0.1 -0.1 -0.197
C -0.006 2.116 -0.093 0.1 0.0 0.4 -0.342
C 1.070 2.844 -0.618 -0.1 0.0 0.0 -0.252
C 1.085 4.231 -0.631 0.0 0.0 0.0 -0.168
H -1.925 4.801 0.819 0.0 0.0 0.0 0.216
H -1.946 2.345 0.820 0.0 0.0 0.0 0.191
H 1.928 2.314 -1.016 0.0 0.0 0.1 0.218
H 1.931 4.774 -1.032 0.0 0.0 0.0 0.220
F -0.892 -2.682 -0.491 -0.1 0.0 -0.1 -0.397
C 0.275 -2.071 -0.043 0.1 0.1 0.8 0.271
F 0.572 -2.717 1.156 0.0 0.0 -0.1 -0.393
H 1.068 -2.384 -0.735 0.0 0.0 -0.1 0.107


Entry 4:
47
Properties=species:S:1:pos:R:3:forces:R:3:mulliken_charge:R:1 method="wB97M-V/def2-TZVPD" orbital_gap_ev="6.69 / 6.51" s2=9.344 spin_multiplicity=6 total_energy_ha=-3408.16109 charge=+1
Dy 1.312 1.242 0.841 0.2 1.0 -0.4 0.688
S 2.972 2.472 -0.616 -0.3 -0.2 0.3 -0.331
C 2.519 4.142 -0.109 0.1 -0.1 0.0 0.918
C 3.434 5.125 -0.492 0.0 0.0 0.0 -0.755
C 3.216 6.461 -0.209 0.0 0.0 0.0 -0.580
C 2.073 6.836 0.480 0.0 0.0 0.0 -0.583
C 1.167 5.872 0.884 0.1 0.0 0.1 -0.754
C 1.370 4.519 0.600 -0.2 0.0 0.1 0.826
S 0.064 3.434 1.198 0.3 -0.4 -0.1 -0.337
H 4.327 4.827 -1.027 0.0 0.0 0.0 0.386
H 3.934 7.206 -0.525 0.0 0.0 0.0 0.377
H 1.886 7.876 0.709 0.0 0.0 0.0 0.371
H 0.282 6.161 1.437 0.0 0.0 0.0 0.380
Cl -0.224 1.368 -1.591 -0.2 -0.2 0.0 -0.011
C -1.655 0.788 -0.734 0.2 0.2 -0.2 0.653
C -2.816 1.527 -0.843 -0.1 -0.1 0.1 -0.895
C -3.946 1.063 -0.188 -0.1 0.0 0.0 -0.473
C -3.906 -0.114 0.551 0.1 0.1 0.0 -0.827
C -2.724 -0.830 0.650 -0.1 0.0 0.1 -0.168
C -1.567 -0.383 0.013 -0.2 -0.1 0.0 0.431
P 0.035 -1.233 0.083 0.2 -0.1 0.4 0.246
C -0.063 -2.430 1.442 0.0 -0.1 0.0 0.664
C -0.446 -2.014 2.722 0.0 0.0 0.0 -0.586
C -0.375 -2.886 3.798 0.0 0.0 -0.1 -0.814
C 0.084 -4.183 3.608 0.0 0.0 0.0 -0.478
C 0.470 -4.604 2.344 0.0 0.1 0.0 -0.694
C 0.404 -3.730 1.266 0.0 -0.1 0.0 -0.545
C 0.187 -2.148 -1.454 -0.1 0.0 -0.1 0.281
C -0.788 -3.082 -1.807 -0.1 0.0 0.0 -0.069
C -0.693 -3.755 -3.012 0.1 0.0 0.0 -0.753
C 0.372 -3.495 -3.870 0.0 0.0 0.0 -0.431
C 1.342 -2.565 -3.527 -0.1 0.0 0.1 -0.671
C 1.247 -1.889 -2.316 0.1 0.0 -0.1 -0.279
H -2.828 2.440 -1.422 0.0 0.0 0.0 0.477
H -4.869 1.624 -0.257 0.0 0.0 0.0 0.415
H -4.796 -0.475 1.051 0.0 0.0 0.0 0.437
H -2.695 -1.748 1.223 0.0 0.0 0.0 0.472
H -0.833 -1.014 2.890 0.0 0.1 0.0 0.433
H -0.681 -2.555 4.782 0.0 0.0 0.0 0.411
H 0.140 -4.864 4.447 0.0 0.0 0.0 0.404
H 0.823 -5.616 2.194 0.0 0.0 0.0 0.420
H 0.713 -4.074 0.287 0.0 0.0 0.0 0.356
H -1.623 -3.284 -1.144 0.0 0.0 0.0 0.408
H -1.449 -4.479 -3.285 0.0 0.0 0.0 0.409
H 0.438 -4.020 -4.814 0.0 0.0 0.0 0.409
H 2.165 -2.362 -4.199 0.0 0.0 0.0 0.426
H 2.002 -1.154 -2.059 0.0 0.0 0.0 0.337